The following is a quantum chemistry calculation of a 3-piece molecular cluster, C4H11O2S overall at a distorted geometry, from OMol25.

ORCA input file:
```
! RIJCOSX wB97M-V def2-TZVPD def2/J DEFGRID3
* xyz -1 1
C 0.631 0.550 1.880
O -0.149 -0.573 1.866
C 1.718 0.668 0.755
C 1.067 0.583 -0.560
C 0.425 -0.771 -1.080
S -0.369 -0.559 -2.741
H -0.001 1.427 1.508
H 1.046 0.899 2.890
H 2.495 -0.103 0.833
H 2.145 1.649 0.996
H 1.593 0.826 -1.505
H 0.201 1.250 -0.528
H 1.271 -1.453 -1.094
H -0.295 -1.119 -0.330
H -1.554 -0.127 -0.951
H -2.751 -0.165 1.632
H -1.454 -0.052 2.407
O -2.353 0.476 2.228
*
```

HOMO level ... -3.58 eV
Molecular weight ... 123.20 g/mol
Lowest unoccupied orbital energy ... 1.503 eV
Energy ... -707.522301 Ha

These are the Mulliken partial charges, in e, on atoms 1 to 6: number 1, C, carries -0.46; number 2, O, carries -0.86; number 3, C, carries -0.52; number 4, C, carries -0.14; number 5, C, carries -1.20; number 6, S, carries -0.19

***

The following is a quantum chemistry calculation of C4H11O2S2 as an isolated structure at a distorted geometry, from OMol25.

ORCA input file:
```
! RIJCOSX wB97M-V def2-TZVPD def2/J DEFGRID3
* xyz -1 1
C -0.326 -0.414 0.827
C -0.183 0.664 1.938
O -0.993 1.664 1.614
C 0.757 -1.458 0.889
S 0.560 -2.665 -0.417
S 1.257 -1.775 -2.007
C -0.133 -0.565 -2.643
H -1.405 -0.759 0.793
H -0.222 0.323 -0.083
H 0.843 1.061 2.088
H -0.471 0.283 2.986
H 1.733 -0.893 0.723
H 0.976 -2.058 1.863
H 0.583 0.085 -3.122
H -0.356 0.030 -1.682
H -1.153 -0.804 -3.144
H -0.113 3.012 -0.275
H -0.791 1.982 0.399
O -0.564 2.287 -0.747
*
```

HOMO level ... -3.96 eV
Molecular weight ... 155.26 g/mol
Lowest unoccupied orbital energy ... 3.163 eV
Energy ... -1105.820930 Ha

These are the Mulliken partial charges, in e, on atoms 1 to 6: number 1, C, carries 0.22; number 2, C, carries -0.55; number 3, O, carries -0.75; number 4, C, carries -0.55; number 5, S, carries -0.13; number 6, S, carries -0.14

***

The following is a quantum chemistry calculation of a 2-piece molecular cluster, C4H11O3 overall at a distorted geometry, from OMol25.

ORCA input file:
```
! RIJCOSX wB97M-V def2-TZVPD def2/J DEFGRID3
* xyz -1 1
C 0.384 -1.458 -1.017
C -0.476 -1.146 0.204
C 0.277 -0.224 1.218
O -0.042 1.096 1.003
C 0.738 -0.265 -1.930
O 1.066 0.947 -1.255
H 1.301 -1.899 -0.602
H 0.065 -2.231 -1.749
H -0.858 -2.054 0.661
H -1.287 -0.518 -0.204
H -0.167 -0.536 2.197
H 1.367 -0.377 1.237
H -0.114 0.092 -2.543
H 1.641 -0.471 -2.498
H 0.624 1.071 -0.368
H -1.130 1.884 1.691
H -1.569 3.514 1.954
O -1.821 2.575 2.004
*
```

HOMO level ... -3.89 eV
Molecular weight ... 107.13 g/mol
Lowest unoccupied orbital energy ... 4.128 eV
Energy ... -384.725569 Ha

These are the Mulliken partial charges, in e, on atoms 1 to 6: number 1, C, carries -0.58; number 2, C, carries -0.67; number 3, C, carries -0.42; number 4, O, carries -0.96; number 5, C, carries -0.48; number 6, O, carries -0.61

***

The following is a quantum chemistry calculation of C4H11O3Y as an isolated structure at a distorted geometry, from OMol25.

ORCA input file:
```
! RIJCOSX wB97M-V def2-TZVPD def2/J DEFGRID3
* xyz 2 1
O -1.185 -0.439 1.054
C -0.600 -1.699 1.230
C 0.627 -1.829 0.339
O 1.420 -0.642 0.507
C 2.666 -0.674 -0.178
Y 0.090 1.145 0.870
H -1.299 -2.507 0.951
H -0.305 -1.881 2.281
H 0.333 -1.887 -0.722
H 1.231 -2.707 0.609
H 3.181 0.275 0.004
H 3.272 -1.506 0.203
H 2.505 -0.804 -1.258
O -1.537 1.680 -0.586
H -2.257 0.790 -0.414
C -1.964 2.924 -1.122
H -1.832 2.913 -2.212
H -3.008 3.116 -0.839
H -1.339 3.731 -0.718
*
```

HOMO level ... -18.56 eV
Molecular weight ... 196.04 g/mol
Lowest unoccupied orbital energy ... -9.361 eV
Energy ... -422.432136 Ha

These are the Mulliken partial charges, in e, on atoms 1 to 6: number 1, O, carries -0.67; number 2, C, carries -0.46; number 3, C, carries -0.38; number 4, O, carries -0.34; number 5, C, carries -0.69; number 6, Y, carries 1.87

***

The following is a quantum chemistry calculation of a 2-piece molecular cluster, C4H11OP overall at a distorted geometry, from OMol25.

ORCA input file:
```
! RIJCOSX wB97M-V def2-TZVPD def2/J DEFGRID3
* xyz 0 1
C -2.210 1.154 1.600
C 1.662 -0.259 -1.746
C -1.555 0.646 0.434
C 1.485 -0.721 -0.289
O 2.658 -0.823 0.547
P 0.657 -2.275 0.120
H -1.719 0.797 2.567
H -3.177 0.721 1.651
H -2.212 2.337 1.435
H 2.739 -0.008 -1.953
H 1.190 0.773 -1.819
H 1.270 -1.001 -2.489
H -0.517 0.371 0.514
H -2.107 0.725 -0.571
H 3.366 -0.358 0.178
H -0.695 -2.068 -0.190
H 0.308 -1.829 1.490
*
```

HOMO level (spin up / spin down) ... -7.63 / -7.36 eV
Molecular weight ... 106.10 g/mol
Lowest unoccupied orbital energy (spin up / spin down) ... 0.412 / 0.758 eV
Energy ... -575.397005 Ha

These are the Mulliken partial charges, in e, on atoms 1 to 6: number 1, C, carries -0.77; number 2, C, carries -0.90; number 3, C, carries -0.60; number 4, C, carries 0.29; number 5, O, carries -0.46; number 6, P, carries -0.15

***

The following is a quantum chemistry calculation of a 2-piece molecular cluster, C4H11OS overall at a distorted geometry, from OMol25.

ORCA input file:
```
! RIJCOSX wB97M-V def2-TZVPD def2/J DEFGRID3
* xyz -1 1
C 2.904 -0.974 -0.625
C 1.633 -0.466 0.046
S 0.877 0.822 -1.006
H 2.673 -1.337 -1.630
H 3.584 -0.139 -0.840
H 3.588 -1.715 -0.188
H 1.887 0.042 0.978
H 1.046 -1.346 0.340
H -0.401 0.818 0.977
C -2.403 0.401 0.928
O -1.098 0.295 1.423
C -2.818 -0.967 0.356
H -2.988 0.646 1.817
H -2.498 1.136 0.125
H -3.613 -0.904 -0.387
H -1.875 -1.259 -0.112
H -3.046 -1.690 1.140
*
```

HOMO level ... -2.62 eV
Molecular weight ... 107.20 g/mol
Lowest unoccupied orbital energy ... 4.014 eV
Energy ... -632.437622 Ha

These are the Mulliken partial charges, in e, on atoms 1 to 6: number 1, C, carries -1.19; number 2, C, carries -0.36; number 3, S, carries -0.69; number 4, H, carries 0.28; number 5, H, carries 0.27; number 6, H, carries 0.36

***

The following is a quantum chemistry calculation of a 2-piece molecular cluster, C4H11OS overall at a distorted geometry, from OMol25.

ORCA input file:
```
! RIJCOSX wB97M-V def2-TZVPD def2/J DEFGRID3
* xyz -1 1
C 2.476 0.048 0.732
C 2.135 0.276 -0.803
S 1.296 -1.141 -1.720
H 1.649 -0.180 1.440
H 3.148 -0.907 0.720
H 2.972 0.970 1.203
H 3.056 0.596 -1.310
H 1.332 1.148 -0.917
H -0.914 -1.697 -0.141
C -2.276 -0.471 0.578
O -1.906 -1.717 -0.271
C -2.095 0.757 -0.302
H -3.368 -0.643 0.805
H -1.531 -0.327 1.420
H -1.974 1.672 0.390
H -1.086 0.738 -0.861
H -2.913 0.879 -0.963
*
```

HOMO level ... -2.53 eV
Molecular weight ... 107.20 g/mol
Lowest unoccupied orbital energy ... 3.838 eV
Energy ... -632.408421 Ha

These are the Mulliken partial charges, in e, on atoms 1 to 6: number 1, C, carries -0.83; number 2, C, carries -0.48; number 3, S, carries -0.66; number 4, H, carries 0.20; number 5, H, carries 0.21; number 6, H, carries 0.28

***

The following is a quantum chemistry calculation of a 2-piece molecular cluster, C4H11OS overall at a distorted geometry, from OMol25.

ORCA input file:
```
! RIJCOSX wB97M-V def2-TZVPD def2/J DEFGRID3
* xyz 0 2
C -1.980 0.833 -0.471
C -0.597 1.434 -0.674
S 0.142 0.746 -2.203
C 1.096 -0.717 -1.645
H -2.490 1.222 0.416
H -1.931 -0.254 -0.377
H -2.620 1.068 -1.321
H 0.071 1.290 0.160
H -0.723 2.488 -0.931
H 2.094 -0.410 -1.333
H 0.621 -1.149 -0.772
H 1.103 -1.404 -2.485
C 1.045 -1.049 2.359
O 0.407 -0.585 1.249
H 0.673 -2.026 2.692
H 2.120 -1.107 2.109
H 0.968 -0.380 3.226
*
```

HOMO level (spin up / spin down) ... -8.08 / -8.08 eV
Molecular weight ... 107.20 g/mol
Lowest unoccupied orbital energy (spin up / spin down) ... 0.772 / -1.883 eV
⟨S²⟩ ... 0.75
Energy ... -632.321882 Ha

These are the Mulliken partial charges, in e, on atoms 1 to 6: number 1, C, carries -1.05; number 2, C, carries -0.36; number 3, S, carries -0.12; number 4, C, carries -0.64; number 5, H, carries 0.30; number 6, H, carries 0.30

***

The following is a quantum chemistry calculation of a 2-piece molecular cluster, C4H11OS2 overall at a distorted geometry, from OMol25.

ORCA input file:
```
! RIJCOSX wB97M-V def2-TZVPD def2/J DEFGRID3
* xyz -1 1
C -1.537 1.699 -0.213
S -0.799 3.075 0.710
S 1.165 3.228 0.087
C 1.985 1.830 0.898
H -1.650 1.992 -1.262
H -0.941 0.753 -0.147
H -2.532 1.571 0.217
H 1.459 0.891 0.650
H 3.007 1.865 0.516
H 1.935 1.979 1.975
C -0.035 -1.705 -0.782
O 0.140 -0.697 0.111
C -0.490 -3.014 -0.104
H 0.962 -1.988 -1.224
H -0.718 -1.476 -1.630
H -0.768 -3.810 -0.811
H -1.444 -2.827 0.409
H 0.260 -3.368 0.600
*
```

HOMO level ... -2.98 eV
Molecular weight ... 139.27 g/mol
Lowest unoccupied orbital energy ... 3.349 eV
Energy ... -1030.612475 Ha

These are the Mulliken partial charges, in e, on atoms 1 to 6: number 1, C, carries -0.25; number 2, S, carries -0.17; number 3, S, carries -0.16; number 4, C, carries -0.34; number 5, H, carries 0.25; number 6, H, carries -0.05

***

The following is a quantum chemistry calculation of a 2-piece molecular cluster, C4H11OSi overall at a distorted geometry, from OMol25.

ORCA input file:
```
! RIJCOSX wB97M-V def2-TZVPD def2/J DEFGRID3
* xyz 1 1
C -2.153 1.540 -0.100
C -0.929 -1.542 1.997
C 1.576 0.294 0.427
C 1.359 -0.123 -2.627
O -1.173 0.722 0.218
Si -0.128 -0.270 0.881
H -3.125 1.254 -0.239
H -1.768 2.652 -0.178
H -0.315 -1.936 2.684
H -1.757 -1.104 2.612
H -1.543 -2.295 1.393
H 1.963 1.332 0.663
H 2.231 -0.320 0.899
H 1.746 0.204 -0.735
H 2.225 -0.690 -2.300
H 0.424 -0.310 -2.183
H 1.366 0.593 -3.412
*
```

HOMO level (spin up / spin down) ... -12.49 / -12.19 eV
Molecular weight ... 103.22 g/mol
Lowest unoccupied orbital energy (spin up / spin down) ... -5.232 / -5.043 eV
Energy ... -523.307094 Ha

These are the Mulliken partial charges, in e, on atoms 1 to 6: number 1, C, carries -0.30; number 2, C, carries -1.02; number 3, C, carries -0.62; number 4, C, carries -0.94; number 5, O, carries -0.12; number 6, Si, carries 0.58